C15H60N30O15 | the ωB97M-V functional and the def2-TZVPD basis

Summary:
Energy relative to the best compared isomer or geometry (same formula, charge and spin)   418.1 kJ/mol
Spin multiplicity   1
Net charge   0

XYZ file:
```
120
Properties=species:S:1:pos:R:3:forces:R:3
C 3.6582 3.3203 1.5614 1.63 0.72 -3.01
O 2.7096 2.6376 1.9151 -0.13 -0.14 1.03
N 4.1414 3.3318 0.2947 -0.30 -1.19 -1.14
N 4.3939 4.2114 2.2684 -1.84 -0.57 2.91
H 3.8695 2.6181 -0.3767 -0.36 0.51 0.25
H 4.8842 3.9481 0.0265 -0.03 -0.02 0.05
H 4.0213 4.2236 3.2085 0.80 0.88 0.13
H 5.2113 4.6997 1.9676 -0.05 -0.07 0.04
C 0.3091 2.0292 4.8718 2.66 0.91 0.82
O -0.5265 1.9947 4.0016 -0.95 -0.28 -0.21
N 1.6584 2.1104 4.6560 -1.00 -0.29 -0.47
N 0.0990 2.0640 6.2341 -2.05 -0.59 -0.09
H 1.9779 2.1513 3.6946 0.64 -0.15 -0.03
H 2.1956 1.8793 5.4691 0.81 0.09 -0.55
H 0.8534 2.2514 6.8662 -0.11 0.32 -0.02
H -0.8248 2.3953 6.4694 0.14 -0.11 0.39
C -4.5392 -0.9285 2.3402 -0.62 -0.95 0.66
O -5.7571 -1.1160 2.2388 1.27 0.55 0.17
N -3.6154 -1.4232 1.5054 0.76 -1.24 -2.05
N -3.9429 -0.2655 3.3714 -1.33 0.49 0.32
H -3.8879 -2.0452 0.7695 -0.79 0.28 0.14
H -2.6003 -1.3970 1.5496 -0.50 0.62 0.72
H -4.6144 -0.0182 4.0792 0.58 0.34 0.27
H -2.9474 -0.1838 3.4462 -0.01 0.07 0.33
C -0.0546 0.8799 -4.7707 2.51 -0.47 1.46
O 0.1968 0.7079 -3.5717 -1.27 -0.13 0.01
N 0.4203 1.9340 -5.4285 -0.43 0.37 -1.29
N -0.4850 -0.1370 -5.5653 -0.91 -0.16 -0.85
H 1.1051 2.5442 -5.0044 -0.38 0.33 0.56
H 0.3505 1.8810 -6.4304 0.21 0.50 0.02
H -0.8295 -1.0108 -5.2095 -0.30 0.30 0.22
H -0.5567 0.0468 -6.5518 -0.31 -0.32 0.01
C 0.1582 -4.2857 -2.4531 -1.53 -0.85 0.21
O -0.6190 -3.4925 -1.9025 0.09 0.46 0.19
N 0.5998 -5.4159 -1.8758 1.01 -0.40 -0.55
N 0.4032 -4.2328 -3.7901 -0.56 0.00 0.30
H 0.5359 -5.6736 -0.8980 -0.09 0.66 0.10
H 1.2162 -5.9341 -2.4803 -0.06 -0.38 0.35
H -0.1222 -3.4853 -4.2105 0.66 0.06 -0.35
H 1.3224 -4.5073 -4.0994 0.04 0.40 -0.45
C -1.2794 -2.0202 4.6801 1.61 -0.72 -1.44
O -1.7181 -2.8752 3.9060 -0.83 -0.09 0.81
N -1.1080 -2.1802 6.0124 -0.60 -0.42 0.58
N -0.6294 -0.9589 4.1848 0.05 1.27 0.08
H -0.8936 -1.3673 6.5622 -0.11 -0.18 0.25
H -1.5562 -2.9776 6.4323 -0.07 0.23 0.14
H -0.6902 -0.7085 3.1991 0.01 -0.11 0.18
H -0.2465 -0.2907 4.8325 -0.06 0.09 -0.31
C 3.2895 -2.8948 -0.3408 0.99 -0.39 0.19
O 4.0547 -1.9422 -0.5641 0.84 -6.20 -0.59
N 3.7463 -4.1323 -0.1270 1.60 -1.25 0.09
N 1.9664 -2.8545 -0.3047 -1.99 1.24 0.09
H 3.1857 -4.9315 0.1156 -0.34 0.25 0.03
H 4.7373 -4.2855 -0.2119 -0.10 0.11 -0.04
H 1.4900 -1.9849 -0.1184 0.20 0.17 -0.25
H 1.4302 -3.6689 -0.0190 0.28 -0.12 -0.07
C -3.1777 2.5224 -0.1538 -1.55 0.45 1.56
O -2.3866 3.4524 -0.3073 0.69 -0.10 -0.04
N -4.4425 2.6196 -0.6089 -0.34 0.24 -1.26
N -3.0422 1.4980 0.6970 0.29 -0.71 0.65
H -4.6142 3.3732 -1.2540 -0.28 -0.26 0.01
H -5.1410 1.9341 -0.3750 -0.04 0.10 -0.20
H -3.6322 0.6797 0.6576 -0.12 0.08 0.02
H -2.2560 1.4573 1.3275 -0.78 0.07 -0.43
C -4.0340 -1.7990 -1.5596 -0.13 0.06 0.79
O -5.0873 -1.3467 -1.1191 0.89 -0.68 -0.41
N -3.3500 -2.9347 -1.2218 -0.36 0.33 -0.43
N -3.2584 -1.1236 -2.4554 -0.70 1.80 -1.25
H -2.5671 -3.0112 -1.8544 0.36 -1.28 0.93
H -3.5542 -3.5753 -0.4762 -0.17 -0.10 -0.29
H -2.3739 -1.3871 -2.8507 -0.07 -0.28 0.29
H -3.6696 -0.2762 -2.8116 0.11 -0.04 -0.01
C 3.3100 0.7791 -1.5796 0.52 1.38 2.58
O 2.5797 1.7811 -1.6119 0.05 -0.77 -0.95
N 3.4975 0.0850 -0.4308 -1.41 4.35 -0.63
N 4.2236 0.5106 -2.5235 0.64 -0.94 -0.63
H 4.1768 -0.6587 -0.4056 -0.35 1.03 0.55
H 2.8493 0.2359 0.3238 0.08 0.26 -0.01
H 4.2212 1.0019 -3.3993 -0.27 -0.14 0.02
H 4.5735 -0.4356 -2.4624 0.27 0.17 -0.57
C 0.2796 3.8268 -2.3369 0.83 3.15 -1.00
O 0.9545 3.9149 -3.3734 0.11 -1.21 0.30
N -0.7330 4.7263 -2.1688 -0.62 -0.50 0.39
N 0.5657 3.1809 -1.1813 -0.79 0.36 -1.24
H -1.4103 4.4649 -1.4572 -0.22 0.80 -0.49
H -0.8778 5.4100 -2.8884 -0.23 -0.22 0.00
H -0.2557 3.2096 -0.5947 0.16 -0.09 0.05
H 1.1217 2.3551 -1.3785 0.31 -0.20 0.48
C 0.0729 -4.5130 1.6853 -1.72 0.21 0.98
O 0.7097 -5.1898 0.8833 0.83 -0.59 -1.06
N 0.1537 -4.7561 2.9930 0.73 -0.54 1.80
N -0.8350 -3.5843 1.3261 0.22 0.10 -1.36
H -0.3748 -4.2750 3.7062 -0.40 0.23 -0.52
H 0.5898 -5.6110 3.2937 0.29 0.13 -0.33
H -0.9976 -3.5059 0.3315 0.21 0.22 -0.07
H -1.1929 -2.8602 1.9250 0.01 -0.36 0.46
C -0.7072 5.5394 2.1070 -0.40 1.28 -0.31
O 0.0306 6.3594 2.6464 0.00 -0.73 -0.28
N -1.6718 5.8631 1.1964 -0.05 0.47 0.11
N -0.7730 4.2223 2.3663 0.88 -1.51 1.03
H -2.3150 5.1273 0.9670 -0.07 0.33 -0.68
H -1.6237 6.7374 0.7065 -0.16 -0.08 0.10
H -0.0786 3.7811 2.9430 -0.02 0.35 0.12
H -1.2753 3.5663 1.7940 -0.17 0.51 -0.29
C -0.7334 0.1352 0.4095 1.46 0.54 -1.50
O -0.9996 -0.6352 1.3245 -0.29 -0.39 0.72
N -0.6280 -0.2210 -0.8844 0.02 -0.46 -0.12
N -0.4571 1.4559 0.5933 1.01 -0.22 1.40
H -0.8033 -1.1615 -1.2032 0.04 -0.10 0.29
H -0.4615 0.4752 -1.5942 0.03 0.04 -0.15
H 0.2830 1.8978 0.0629 -0.17 -0.70 0.47
H -0.4702 1.7323 1.5673 0.55 -0.15 0.11
C 2.3298 -2.2942 -4.4419 0.74 -0.31 1.56
O 3.0265 -3.3041 -4.3093 0.11 0.03 -0.34
N 1.8991 -1.8470 -5.6423 0.42 -0.37 -0.15
N 1.9292 -1.5542 -3.3848 -0.40 0.42 -0.31
H 2.1173 -2.4997 -6.3772 -0.40 0.35 -0.31
H 1.1258 -1.2061 -5.6110 0.05 -0.01 -0.80
H 2.1966 -1.8178 -2.4509 -0.01 -0.15 -0.13
H 1.2980 -0.7622 -3.5203 0.36 -0.13 0.45
```
Forces are in eV/Å.